Formula: C25H61N4O13V
Source: OMol25
Level of theory: ωB97M-V/def2-TZVPD

Each line ends with the Mulliken charge.
Element x y z (Å)
1 O -1.34 1.87 4.61  -0.779
2 V -0.40 2.86 3.82  1.287
3 O -0.26 4.15 4.75  -0.838
4 O -0.12 -0.96 2.83  -0.238
5 C -0.38 -0.06 1.88  0.106
6 O -0.87 -0.43 0.80  -0.411
7 O -0.29 1.16 2.11  -0.301
8 H -0.46 -1.73 2.37  -0.071
9 C 1.72 -0.94 -0.99  -0.370
10 O 1.58 0.33 -1.55  -0.086
11 C 2.80 0.92 -1.87  -0.657
12 C 2.59 1.91 -3.05  -0.786
13 N 1.53 2.94 -2.85  0.208
14 C 1.27 3.58 -4.14  -0.562
15 C 2.38 4.58 -4.59  -0.544
16 O 3.49 3.87 -5.15  -0.285
17 C 4.45 4.75 -5.88  -0.792
18 H 0.76 -1.45 -1.05  -0.011
19 H 1.99 -0.96 0.07  -0.008
20 H 2.41 -1.55 -1.58  0.472
21 H 3.52 0.18 -2.20  0.455
22 H 3.21 1.48 -1.03  0.118
23 H 2.34 1.22 -3.85  0.404
24 H 3.55 2.36 -3.30  0.393
25 H 1.93 3.58 -2.17  0.145
26 H 0.36 4.18 -4.06  -0.136
27 H 1.15 2.96 -5.03  0.459
28 H 2.51 5.37 -3.86  0.309
29 H 1.92 5.02 -5.48  0.467
30 H 4.44 5.77 -5.52  0.339
31 H 4.14 4.77 -6.93  0.266
32 H 5.48 4.39 -5.77  0.249
33 C -0.11 5.89 -1.90  -0.972
34 O -1.11 4.92 -2.06  -0.140
35 C -2.41 5.50 -2.31  -0.672
36 C -3.21 4.42 -3.12  -0.761
37 N -3.52 3.20 -2.28  -0.123
38 C -4.27 2.13 -3.00  -0.864
39 C -4.71 0.98 -2.05  -0.680
40 O -3.57 0.34 -1.47  -0.057
41 C -3.89 -0.92 -0.88  -0.526
42 H -0.43 6.57 -1.11  0.420
43 H -0.08 6.48 -2.82  0.379
44 H 0.92 5.58 -1.72  0.189
45 H -2.41 6.43 -2.88  0.428
46 H -2.95 5.77 -1.40  0.357
47 H -2.49 4.15 -3.90  0.264
48 H -4.12 4.79 -3.58  0.469
49 H -4.16 3.56 -1.59  0.190
50 H -3.77 1.75 -3.88  0.408
51 H -5.20 2.54 -3.39  0.424
52 H -5.38 0.40 -2.68  0.366
53 H -5.37 1.30 -1.24  0.389
54 H -3.05 -1.26 -0.28  -0.128
55 H -4.07 -1.70 -1.63  0.297
56 H -4.70 -0.80 -0.18  0.336
57 C -0.08 -4.04 -4.00  -0.671
58 O -1.08 -4.81 -3.39  -0.427
59 C -1.56 -4.16 -2.17  0.043
60 C -2.47 -5.12 -1.47  -0.898
61 N -3.13 -4.60 -0.23  -0.158
62 C -2.22 -4.31 0.86  -0.416
63 C -2.87 -3.68 2.08  -0.619
64 O -1.82 -3.42 3.02  -0.258
65 C -2.26 -3.03 4.35  -0.579
66 H 0.21 -4.65 -4.86  0.264
67 H 0.84 -3.90 -3.45  0.259
68 H -0.54 -3.09 -4.25  0.318
69 H -2.17 -3.28 -2.40  0.120
70 H -0.72 -3.95 -1.51  0.316
71 H -2.04 -6.10 -1.31  0.371
72 H -3.24 -5.34 -2.21  0.327
73 H -3.72 -5.39 0.01  0.262
74 H -1.39 -3.70 0.51  0.092
75 H -1.77 -5.22 1.27  0.333
76 H -3.72 -4.27 2.43  0.462
77 H -3.34 -2.76 1.73  0.214
78 H -3.08 -3.67 4.69  0.399
79 H -2.58 -1.98 4.41  0.301
80 H -1.44 -3.22 5.04  -0.007
81 C 3.97 1.38 1.76  -0.641
82 O 3.92 0.66 3.01  -0.377
83 C 3.54 -0.70 2.95  0.310
84 C 3.21 -1.12 4.40  -0.653
85 N 1.78 -0.90 4.83  0.117
86 C 1.49 -1.51 6.11  -1.058
87 C 1.33 -3.01 6.20  -0.398
88 O 2.60 -3.67 6.44  -0.374
89 C 2.42 -5.07 6.66  -0.774
90 H 4.76 1.09 1.07  0.329
91 H 4.24 2.40 2.01  0.343
92 H 3.01 1.34 1.24  0.114
93 H 4.38 -1.32 2.63  0.338
94 H 2.66 -0.85 2.33  -0.448
95 H 3.90 -0.67 5.11  0.285
96 H 3.32 -2.20 4.51  0.369
97 H 1.06 -1.02 4.13  0.116
98 H 0.49 -1.17 6.38  0.416
99 H 2.29 -1.19 6.78  0.399
100 H 0.86 -3.46 5.33  0.284
101 H 0.66 -3.19 7.05  0.592
102 H 3.35 -5.64 6.73  0.257
103 H 1.89 -5.47 5.79  0.307
104 H 1.66 -5.17 7.43  0.309

Results
Orbital gap (alpha / beta) = 6.71 / 7.54 eV
Spin multiplicity = 2
DFT total energy = -3130.0595 hartree
Energy above the lowest of the compared OMol25 structures with the same formula, charge and spin = 0.00 kJ/mol
Charge = -1
LUMO energy (alpha / beta) = 2.29 / 2.29 eV


Formula: C4H6N2O2
Source: OMol25
Level of theory: ωB97M-V/def2-TZVPD

Each line ends with the natural charge from an NBO analysis.
Element x y z (Å)
1 N -0.09 -0.49 0.99  -0.357
2 C -1.46 -0.68 0.61  0.744
3 C 0.68 0.47 0.59  0.257
4 N -1.85 -0.37 -0.64  -0.817
5 C 1.36 -0.75 -0.69  0.113
6 C 1.03 1.73 0.68  -0.513
7 O -2.16 -1.18 1.46  -0.557
8 O 1.11 -0.38 -1.84  -0.547
9 H 0.78 -1.68 -0.26  0.131
10 H -2.84 -0.44 -0.85  0.417
11 H -1.26 0.16 -1.27  0.419
12 H 2.34 -0.92 -0.21  0.227
13 H 0.50 2.43 1.32  0.247
14 H 1.87 2.09 0.11  0.236

Results
Orbital gap (alpha / beta) = 7.86 / 7.86 eV
DFT total energy = -415.8603 hartree
Energy above the lowest of the compared OMol25 structures with the same formula, charge and spin = 473.48 kJ/mol
LUMO energy (alpha / beta) = -1.75 / -1.75 eV


Formula: C38H41N8O2Pb
Source: OMol25
Level of theory: ωB97M-V/def2-TZVPD

Each line ends with the Mulliken charge.
Element x y z (Å)
1 Pb 0.27 -0.63 -0.26  1.773
2 C -1.08 -0.36 3.78  -1.263
3 N -1.77 -0.85 2.57  0.192
4 C -1.39 -2.23 2.19  -1.321
5 C -2.75 -0.18 2.04  1.368
6 C -3.36 0.93 2.71  -0.835
7 C -4.58 1.35 2.31  -0.800
8 C -5.27 0.80 1.16  -0.727
9 C -4.69 -0.14 0.41  -0.966
10 C -3.34 -0.61 0.73  0.386
11 N -2.53 -1.16 -0.09  1.247
12 C -2.97 -1.75 -1.30  -0.644
13 C -4.08 -2.61 -1.26  -0.215
14 C -4.51 -3.28 -2.39  -1.078
15 C -3.84 -3.08 -3.59  -1.047
16 C -2.73 -2.26 -3.63  -0.565
17 C -2.24 -1.61 -2.50  -0.122
18 N -1.05 -0.77 -2.60  1.165
19 C -1.42 0.55 -3.19  -1.166
20 C -0.01 -1.39 -3.46  -1.217
21 H -1.63 -0.63 4.68  0.338
22 H -0.94 0.72 3.74  0.461
23 H -0.10 -0.83 3.82  0.422
24 H -1.31 -2.81 3.11  0.561
25 H -0.41 -2.26 1.70  0.570
26 H -2.13 -2.68 1.54  0.313
27 H -2.90 1.36 3.59  0.538
28 H -5.06 2.14 2.89  0.495
29 H -6.24 1.19 0.89  0.476
30 H -5.15 -0.48 -0.51  0.520
31 H -4.58 -2.77 -0.31  0.585
32 H -5.35 -3.96 -2.33  0.478
33 H -4.18 -3.57 -4.49  0.468
34 H -2.22 -2.12 -4.58  0.444
35 H -1.77 0.43 -4.22  0.393
36 H -0.54 1.20 -3.20  0.345
37 H -2.21 1.01 -2.61  0.289
38 H -0.28 -1.39 -4.51  0.537
39 H 0.18 -2.41 -3.14  0.399
40 H 0.92 -0.82 -3.35  0.248
41 N 3.28 -2.90 -0.54  -0.014
42 C 3.58 -1.59 -0.93  0.631
43 C 4.94 -1.27 -1.06  -0.995
44 C 5.31 -0.01 -1.42  -0.655
45 C 4.33 0.95 -1.67  -0.984
46 C 3.03 0.58 -1.51  -0.315
47 N 2.63 -0.67 -1.13  0.295
48 C 2.15 -3.72 -0.63  0.505
49 C 2.39 -5.10 -0.72  -0.938
50 C 1.33 -5.96 -0.80  -0.649
51 C 0.03 -5.44 -0.79  -1.086
52 C -0.11 -4.09 -0.69  -0.391
53 N 0.92 -3.21 -0.59  0.574
54 H 4.12 -3.44 -0.45  0.195
55 H 5.68 -2.04 -0.88  0.493
56 H 6.36 0.24 -1.52  0.458
57 H 4.58 1.96 -1.97  0.513
58 H 2.23 1.30 -1.67  0.398
59 H 3.41 -5.47 -0.74  0.469
60 H 1.50 -7.03 -0.88  0.448
61 H -0.84 -6.08 -0.87  0.534
62 H -1.11 -3.64 -0.67  0.423
63 O 0.28 6.75 0.14  -0.502
64 C -0.88 6.14 -0.36  -0.522
65 C -0.78 4.66 -0.11  -0.064
66 C -1.82 3.80 -0.45  -1.473
67 C -1.65 2.45 -0.26  -0.309
68 N -0.55 1.90 0.27  0.483
69 C 0.43 2.74 0.69  0.020
70 C 0.35 4.11 0.47  -0.567
71 C 1.58 2.14 1.44  0.414
72 C 2.49 2.94 2.13  -0.275
73 C 3.54 2.37 2.83  0.502
74 C 4.58 3.23 3.49  -1.323
75 O 5.47 3.58 2.45  -0.537
76 C 3.64 0.98 2.84  -0.877
77 C 2.70 0.25 2.14  -0.952
78 N 1.69 0.81 1.45  0.761
79 H 0.24 7.70 -0.02  0.333
80 H -0.99 6.29 -1.44  0.359
81 H -1.79 6.51 0.11  0.375
82 H -2.75 4.18 -0.88  0.553
83 H -2.44 1.76 -0.55  0.360
84 H 1.15 4.78 0.75  0.633
85 H 2.39 4.02 2.12  0.488
86 H 5.07 2.68 4.29  0.411
87 H 4.10 4.12 3.92  0.385
88 H 6.22 4.07 2.82  0.359
89 H 4.44 0.48 3.37  0.473
90 H 2.76 -0.84 2.11  0.542

Results
Orbital gap = 5.77 eV
DFT total energy = -2253.1725 hartree
Energy above the lowest of the compared OMol25 structures with the same formula, charge and spin = 17.95 kJ/mol
Charge = +3
LUMO energy = -9.90 eV


Formula: C5H7O4Tl
Source: OMol25
Level of theory: ωB97M-V/def2-TZVPD

Each line ends with the natural charge from an NBO analysis.
Element x y z (Å)
1 O 0.29 0.16 -1.20  -0.660
2 C -0.68 0.63 -2.02  0.945
3 O -0.69 1.88 -2.11  -0.822
4 O -1.67 -0.17 -2.04  -0.690
5 Tl 1.40 2.49 -1.36  0.867
6 C 2.78 2.04 1.61  0.313
7 O 2.71 2.75 0.63  -0.561
8 H 3.53 2.23 2.40  0.135
9 H 2.12 1.16 1.74  0.134
10 C -0.43 -1.31 -0.76  -0.070
11 C -1.09 -1.18 0.58  -0.211
12 C -2.11 -1.93 0.99  -0.370
13 H 0.55 -1.79 -0.66  0.173
14 H -0.91 -2.09 -1.37  0.226
15 H -0.67 -0.42 1.26  0.191
16 H -2.54 -1.82 1.99  0.201
17 H -2.59 -2.64 0.31  0.200

Results
Orbital gap = 7.80 eV
DFT total energy = -668.0302 hartree
Energy above the lowest of the compared OMol25 structures with the same formula, charge and spin = 0.00 kJ/mol
LUMO energy = -0.62 eV


Formula: C2H14NO3
Source: OMol25
Level of theory: ωB97M-V/def2-TZVPD

Each line ends with the natural charge from an NBO analysis.
Element x y z (Å)
1 C 0.90 1.37 -0.13  -0.534
2 N -0.21 0.44 -0.34  -0.587
3 C -1.53 1.12 -0.42  -0.470
4 H 1.81 0.81 0.05  0.214
5 H 1.07 2.03 -0.98  0.210
6 H 0.69 1.94 0.78  0.227
7 H -0.25 -0.23 0.44  0.482
8 H -0.12 -0.10 -1.20  0.459
9 H -1.65 1.83 0.40  0.215
10 H -2.29 0.35 -0.39  0.221
11 H -1.65 1.63 -1.37  0.210
12 H -1.30 0.60 2.64  0.431
13 H 0.05 -0.14 3.09  0.387
14 O -0.61 -0.04 2.38  -1.237
15 H 0.60 -2.18 1.38  0.435
16 H 0.16 -3.14 0.24  0.463
17 O 0.30 -2.21 0.45  -1.097
18 H 2.00 -0.93 -2.14  0.477
19 H 0.96 -2.05 -2.46  0.481
20 O 1.08 -1.09 -2.42  -0.986

Results
Orbital gap (alpha / beta) = 3.16 / 11.60 eV
Spin multiplicity = 2
DFT total energy = -364.9425 hartree
Energy above the lowest of the compared OMol25 structures with the same formula, charge and spin = 8.39 kJ/mol
LUMO energy (alpha / beta) = 0.56 / 0.33 eV


Formula: CHBr2FO
Source: OMol25
Level of theory: ωB97M-V/def2-TZVPD

Each line ends with the natural charge from an NBO analysis.
Element x y z (Å)
1 C -0.18 1.59 -0.87  0.400
2 O -0.56 0.08 -0.60  -0.743
3 F -0.14 2.26 0.26  -0.310
4 Br -1.79 2.25 -1.76  0.051
5 Br 1.30 1.60 -2.01  0.121
6 H 0.07 -0.34 0.06  0.481

Results
Orbital gap = 10.93 eV
DFT total energy = -5361.8001 hartree
Energy above the lowest of the compared OMol25 structures with the same formula, charge and spin = 98.82 kJ/mol
LUMO energy = 0.31 eV


- What is the DFT total energy in the third record?
  -2253.1725 hartree


- Look up the energy above the lowest of the compared OMol25 structures with the same formula, charge and spin of the fourth one.
  0.00 kJ/mol